No. 1
Molecular formula: C15H17EuF5N2
Method: DFT, ωB97M-V/def2-TZVPD

```
40
Properties=species:S:1:pos:R:3:forces:R:3
C 3.7273 2.3906 1.8569 0.2 -0.2 0.1
C 4.6458 1.5295 1.0072 0.3 0.0 -0.3
H 3.5040 3.3181 1.3488 -0.1 0.4 -0.1
H 4.2842 2.6094 2.7668 -0.3 0.3 0.2
H 2.7756 1.9432 2.1597 0.1 -0.3 0.0
H 4.2127 1.0474 0.1342 -0.3 0.1 0.0
H 5.4526 2.1726 0.6545 0.1 0.0 -0.1
H 5.1013 0.7292 1.5769 0.0 -0.1 0.2
C -2.5068 2.0864 0.3638 0.2 -0.5 -0.6
C -3.8001 2.3981 -0.0616 0.4 -0.4 -0.1
C -4.3277 1.6963 -1.1457 0.4 -0.2 -0.1
C -3.5450 0.7244 -1.7658 0.9 -0.2 0.5
H -2.0500 2.6236 1.2049 -0.2 -0.2 -0.3
H -4.3601 3.1735 0.4425 0.0 -0.1 0.0
H -5.3298 1.8968 -1.5156 0.2 0.0 0.1
H -3.8754 0.1743 -2.6390 -0.3 0.2 0.2
N -1.7371 1.1313 -0.2128 -1.0 0.1 -0.9
C -2.2541 0.4267 -1.2668 -0.2 0.9 0.5
C -1.4159 -0.6656 -1.8819 1.1 -0.6 0.0
N -0.1635 -0.8880 -1.3616 -1.1 0.1 -0.6
C 0.5434 -1.9330 -1.8092 0.4 -0.1 0.1
C -1.1213 -2.5441 -3.4114 0.1 0.5 0.5
C 0.1109 -2.7962 -2.8268 0.0 0.2 0.2
H 1.5204 -2.0941 -1.3127 -0.7 0.3 -0.3
H 0.7530 -3.6254 -3.1409 -0.3 0.3 0.2
C -1.8788 -1.4674 -2.9360 -0.1 0.4 0.4
H -2.8415 -1.2164 -3.3757 0.3 -0.4 0.0
H -1.5022 -3.1692 -4.2035 0.0 0.0 -0.1
Eu 0.7525 0.7084 0.5068 0.3 -1.4 0.4
C 2.6504 -1.1335 0.6180 -0.1 0.2 -0.4
H 3.3548 -1.1845 -0.2619 -0.2 0.0 0.9
H 2.3061 -2.1647 0.8554 0.1 0.6 -0.2
H 3.1655 -0.7450 1.5234 0.2 -0.3 -0.5
F -0.2807 -2.4841 1.6877 -0.3 -0.5 0.2
C -0.8232 -1.2239 1.6542 2.2 2.3 -1.0
F -2.0924 -1.3170 1.1486 -0.9 -0.5 0.6
C -0.7811 -0.6894 3.0560 -0.2 -0.7 0.1
F -1.4049 -1.4904 3.9467 0.3 0.6 0.6
F 0.5367 -0.5160 3.4431 -0.9 -0.5 -0.1
F -1.3057 0.5681 3.1729 -0.2 -0.4 -0.2
```
Positions in Å, forces in eV/Å.

For the HOMO energy (spin up / spin down), the calculation gives -6.382 / -6.398 eV. The value obtained for the total energy is -1900.85743 Ha. As for the relative energy (zero: lowest compared OMol25 entry of this formula, charge and spin): 0.00 kJ/mol. The value obtained for the largest force on an atom is 3.35 eV/Å. As for the spin multiplicity: 8.

Löwdin atomic charge list, values in e, 6 entries: -0.178 -0.189 0.056 0.071 0.018 0.032

***

No. 2
Molecular formula: C26H32N2O5
Method: DFT, ωB97M-V/def2-TZVPD

```
65
Properties=species:S:1:pos:R:3:forces:R:3
C 2.7922 -2.3599 -0.1139 -0.1 -0.1 -0.2
C 3.2772 -1.8342 -1.4609 -0.1 0.2 0.0
C 4.7244 -1.3546 -1.3668 -0.3 -0.1 -0.1
C 2.3790 -0.7022 -1.9987 0.0 -0.5 0.1
N 2.2246 0.3986 -1.0728 0.3 0.0 -0.2
C 1.1585 0.4543 -0.2480 0.2 0.3 0.2
O 0.3178 -0.4301 -0.2403 0.0 0.0 0.3
C 1.0864 1.6561 0.6185 -0.2 0.2 0.2
C -0.1363 2.2955 0.7780 0.1 -0.2 -0.1
C -0.2414 3.4148 1.5837 0.1 0.0 0.0
C 0.8603 3.9193 2.2658 0.0 0.0 0.0
C 0.7868 5.1398 3.1689 0.0 0.2 0.1
C 1.1999 4.7338 4.5909 -0.1 0.0 -0.2
C -0.6192 5.7420 3.2336 0.2 -0.1 0.0
C 1.7440 6.2148 2.6347 -0.1 -0.1 0.1
C 2.0788 3.2614 2.1033 0.0 0.0 0.0
C 2.1986 2.1523 1.2903 0.0 -0.1 -0.1
C 0.9892 -1.2162 -2.4069 0.5 -0.3 -0.4
O 0.6359 -2.3641 -2.3806 0.3 0.1 -0.1
O 0.3004 -0.2271 -2.9813 -0.1 0.3 0.0
C -0.9229 -0.5649 -3.6303 -0.1 -0.1 -0.4
C -1.6552 -1.7570 -3.0276 -0.2 0.4 -0.4
O -1.9711 -2.7204 -3.6770 0.0 0.0 -0.1
N -2.0369 -1.6422 -1.7029 -0.2 -0.4 0.4
C -2.1961 -0.5203 -0.9255 -0.4 -0.2 0.0
O -2.1163 0.6087 -1.3461 0.0 0.4 -0.1
C -2.6064 -0.8159 0.5115 0.1 0.1 0.0
C -2.5679 -2.2628 0.9009 -0.1 0.0 0.3
C -1.3409 -2.8880 1.1062 0.0 0.0 0.0
C -1.2856 -4.2260 1.4490 0.0 0.0 0.0
C -2.4551 -4.9549 1.5951 0.0 -0.1 0.0
C -3.6791 -4.3409 1.3939 -0.1 -0.1 0.0
C -3.7357 -3.0018 1.0459 0.1 0.1 0.0
H 1.7682 -2.7092 -0.2005 -0.1 -0.1 0.1
H 3.4185 -3.1893 0.2063 0.1 -0.1 0.1
H 2.8355 -1.5826 0.6466 0.0 0.1 0.1
H 3.2153 -2.6482 -2.1897 0.0 0.1 0.0
H 5.0787 -0.9861 -2.3275 0.1 0.1 -0.1
H 5.3682 -2.1742 -1.0584 0.1 0.0 0.1
H 4.8175 -0.5575 -0.6318 0.1 0.1 0.1
H 2.8253 -0.3040 -2.9195 -0.1 0.0 0.1
H 2.8870 1.1557 -1.1016 -0.2 0.0 0.0
H -0.9949 1.9224 0.2396 -0.1 -0.1 -0.1
H -1.2053 3.8877 1.6714 -0.1 0.1 0.0
H 0.5417 3.9523 4.9648 0.0 -0.1 0.1
H 2.2202 4.3618 4.6185 0.1 -0.1 0.0
H 1.1323 5.5903 5.2580 0.0 0.1 0.1
H -0.9512 6.0687 2.2510 -0.1 0.0 -0.1
H -0.6108 6.6096 3.8902 0.0 0.1 0.1
H -1.3339 5.0265 3.6332 -0.1 -0.1 0.0
H 1.4716 6.4888 1.6176 0.0 0.1 -0.1
H 1.6904 7.1049 3.2578 0.0 0.1 0.1
H 2.7728 5.8656 2.6302 0.1 0.0 0.0
H 2.9578 3.6165 2.6197 0.1 0.0 0.1
H 3.1555 1.6560 1.2026 0.1 -0.1 0.0
H -0.7080 -0.8050 -4.6782 -0.1 0.0 0.2
H -1.5502 0.3274 -3.5571 0.1 -0.2 0.0
H -2.2878 -2.5269 -1.2715 0.1 0.1 -0.2
H -3.6089 -0.4000 0.6452 0.1 0.0 0.0
H -1.9219 -0.2408 1.1393 -0.1 0.0 -0.1
H -0.4375 -2.3120 0.9789 0.1 0.1 0.0
H -0.3289 -4.7027 1.6028 0.1 0.0 0.0
H -2.4126 -5.9997 1.8648 0.0 -0.1 0.0
H -4.5931 -4.9052 1.5066 -0.1 0.0 0.0
H -4.6944 -2.5272 0.8888 -0.1 0.1 0.0
```
Positions in Å, forces in eV/Å.

For the HOMO energy, the calculation gives -9.087 eV. The value obtained for the total energy is -1495.74980 Ha. As for the relative energy (zero: lowest compared OMol25 entry of this formula, charge and spin): 63.67 kJ/mol. The value obtained for the largest force on an atom is 0.69 eV/Å. Its SMILES is CC(C)[C@H](NC(=O)c1ccc(C(C)(C)C)cc1)C(=O)OCC(=O)NC(=O)Cc1ccccc1.

Löwdin atomic charge list, values in e, 6 entries: -0.052 -0.359 -0.068 -0.171 0.147 -0.400

***

No. 3
Molecular formula: C4H7NO
Method: DFT, ωB97M-V/def2-TZVPD

```
13
Properties=species:S:1:pos:R:3:forces:R:3
C 0.2030 0.4019 -1.9761 0.0 0.0 -0.1
C -0.1458 0.0958 -0.5442 -0.1 0.2 -0.1
C -0.0555 -1.2386 0.0009 0.3 0.0 0.1
N 0.9444 -0.5427 0.2980 -0.2 -0.4 -0.1
C 0.6551 0.9920 2.3917 1.8 0.8 0.7
O 1.7013 1.3054 2.7147 -1.6 -0.5 -0.4
H 0.7152 1.3672 -2.0575 -0.1 -0.1 0.0
H -0.6894 0.4250 -2.6104 0.1 0.0 0.1
H 0.8771 -0.3756 -2.3465 -0.1 0.1 -0.1
H -0.7690 0.8287 -0.0222 0.1 -0.1 -0.1
H -1.7182 -0.7616 1.8239 -0.1 0.0 0.1
H -0.4248 -2.2447 0.1656 0.1 0.1 0.0
H -1.2933 -0.2527 2.1622 -0.2 -0.1 0.0
```
Positions in Å, forces in eV/Å.

For the HOMO energy, the calculation gives -10.032 eV. The value obtained for the total energy is -286.48378 Ha. As for the relative energy (zero: lowest compared OMol25 entry of this formula, charge and spin): 388.23 kJ/mol. The value obtained for the largest force on an atom is 2.05 eV/Å.

Löwdin atomic charge list, values in e, 6 entries: -0.081 -0.374 -0.173 0.105 -0.015 0.053